# C16H19F2InO3PS

A molecular structure, C16H19F2InO3PS (ωB97M-V with the def2-TZVPD basis set, the Open Molecules 2025 dataset).

CARTESIAN COORDINATES (ANGSTROEM)
C: -1.279149 -3.070200 1.196240
C: -1.202386 -1.570534 1.078117
O: -1.927349 -0.897562 0.410115
O: -0.156061 -1.004092 1.794526
C: -0.380932 -0.840582 3.167068
O: -1.435465 -1.205839 3.629104
C: 0.758226 -0.224549 3.815861
In: 0.695248 2.025431 3.706347
P: -1.038121 2.752621 1.956804
S: -0.376784 4.186986 0.713028
H: -0.350592 -3.486595 1.577607
H: -2.077856 -3.294162 1.904557
H: -1.522290 -3.501888 0.225668
H: 0.755325 -0.488334 4.870624
H: 1.691279 -0.508278 3.335041
H: 2.258087 2.615980 3.250872
H: 0.170157 2.645874 5.260710
H: -1.597062 1.674659 1.249144
H: -2.207681 3.177481 2.614997
F: 0.721877 -6.526396 0.849134
C: -0.167134 -6.807387 -0.125053
C: 0.304299 -7.078917 -1.393724
C: -0.618656 -7.364533 -2.389845
C: -1.978166 -7.374111 -2.110398
C: -2.419863 -7.095332 -0.824188
C: -1.512030 -6.809439 0.185505
H: 1.367865 -7.057929 -1.586851
H: -0.269604 -7.576148 -3.392211
H: -2.691516 -7.591249 -2.893942
H: -3.478975 -7.091385 -0.602237
H: -1.830805 -6.582036 1.193458
F: 1.355654 9.649149 -1.807790
C: 1.585326 8.394407 -2.267335
C: 0.945384 7.334646 -1.659038
C: 1.188750 6.056045 -2.141156
C: 2.058934 5.862854 -3.206350
C: 2.688522 6.950382 -3.795606
C: 2.454404 8.236888 -3.328097
H: 0.278816 7.502003 -0.823992
H: 0.693259 5.215240 -1.673039
H: 2.246645 4.862126 -3.572073
H: 3.369777 6.801873 -4.624196
H: 2.930646 9.102834 -3.767403

Atoms 1-2, force components in eV/Å:
-0.0128 0.0719 -0.0575
-0.0256 -0.0013 0.1529

Values from the calculation:
strongest force on any atom	0.47	eV/Å
HOMO energy	-0.160	hartree
charge	-1
gap between HOMO and LUMO	6.634	eV